C47H55CsIN5O3P2Te | the ωB97M-V functional and the def2-TZVPD basis

Properties
Relative energy (zero: lowest compared OMol25 entry of this formula, charge and spin)   276.50 kJ/mol
DFT total energy   -97738.5265 eV
Total charge   -2
Max |F|   0.078 hartree/bohr

The geometry in XYZ format:
```
115
Properties=species:S:1:pos:R:3:forces:R:3
C -14.6881 -1.1601 -12.6785 -0.48 -0.58 -0.97
C -10.1664 4.7774 -11.1226 -0.55 -0.19 -2.22
C -13.2218 7.6350 -11.6318 0.10 -0.50 0.69
H -9.3316 1.6254 -19.0046 -0.24 0.01 -0.43
C -11.3404 14.0609 -11.5115 -0.85 0.55 0.17
C -10.1717 11.2412 -19.5443 0.01 -0.07 1.01
H -13.3165 -0.8569 -10.3266 0.04 0.36 -0.62
H -9.9200 9.9755 -17.7784 -0.62 1.21 -0.61
C -10.1719 11.0110 -18.1474 0.79 -1.52 -0.82
H -12.5878 -0.8033 -13.3161 -0.96 -0.18 0.60
C -11.1149 2.0144 -14.3271 -1.67 0.37 3.19
C -9.9210 2.8050 -14.3882 -0.99 -0.53 0.53
Cs -12.5157 6.7028 -15.4435 0.55 -0.25 -0.66
C -14.0865 6.8993 -12.4427 -1.14 -1.12 -1.03
H -9.9595 10.4516 -20.2690 -0.24 0.01 0.48
C -14.4586 2.0901 -11.6463 0.20 -0.14 -1.88
C -10.4371 3.7371 -12.1922 1.04 -0.59 -1.29
C -10.4540 13.3591 -17.6995 -0.33 -1.18 -2.08
C -10.5526 13.5929 -19.1238 -0.36 0.72 1.92
H -9.2694 14.5010 -14.2210 -1.33 -1.50 1.52
C -16.4518 9.4700 -17.3475 -0.46 -0.46 0.13
N -15.2636 7.8864 -16.0119 1.12 0.21 -0.08
H -13.7086 4.8877 -18.9452 0.20 0.49 0.29
H -11.6931 -3.4220 -18.8807 -0.31 -1.18 -0.07
H -9.0933 2.8004 -20.4064 -0.28 -0.43 1.33
H -13.0897 1.6103 -9.9753 0.57 0.58 -0.01
H -12.5880 1.6374 -20.9965 0.28 0.12 0.17
C -12.0326 -0.2779 -18.4624 -0.27 -0.37 0.30
H -11.7496 -2.0546 -20.0694 0.68 -0.99 0.78
H -10.8773 -2.7497 -16.4606 -0.06 0.61 0.05
C -12.7567 7.1999 -10.3608 1.65 0.18 2.66
C -11.1016 2.6704 -19.7663 -1.38 0.23 0.98
C -11.3610 -0.7330 -15.8030 0.04 -0.50 0.47
C -11.4632 2.7932 -12.0690 -0.64 0.98 0.94
H -15.7584 3.0328 -17.7211 -0.30 -0.33 -0.14
H -10.7931 14.6562 -19.4354 0.50 -1.50 0.08
H -11.0633 -0.9007 -14.7803 0.02 -0.14 0.25
H -10.4018 14.1237 -16.9685 -0.24 0.96 0.29
H -15.0248 1.3662 -17.3155 0.35 1.83 -0.68
C -11.6593 12.2291 -13.0428 2.19 1.36 -1.06
N -12.6868 8.6882 -12.2315 0.32 0.61 -1.87
O -12.6703 7.1621 -18.6914 1.35 0.51 0.36
H -18.5889 9.6301 -16.9378 1.01 -1.03 0.17
C -11.2254 -1.7387 -16.7402 0.39 -0.09 -0.72
H -16.6092 2.6164 -11.3416 0.32 -0.11 -0.36
C -10.5464 14.6872 -12.4516 0.70 0.51 0.34
C -11.4826 -1.4987 -18.0980 -0.75 0.26 1.55
H -9.3399 2.7948 -15.3064 -0.23 0.09 0.03
H -14.3523 8.9791 -17.4664 -0.01 0.17 -0.02
Te -9.7274 11.3782 -15.2556 -0.18 0.06 -0.94
C -15.9655 1.8562 -11.8261 -0.42 -0.11 -0.39
C -14.8302 2.4713 -17.6008 0.20 -0.64 0.88
C -11.9831 12.8702 -11.8810 0.98 0.46 0.96
H -9.3048 3.3321 -18.6749 -0.53 -0.24 -0.60
H -11.1763 2.1638 -21.8350 0.61 0.56 -1.27
H -15.2103 4.1426 -19.6402 0.59 0.48 0.24
H -12.0293 2.9427 -11.1512 -0.07 -0.29 0.04
H -14.6072 0.8491 -9.9137 0.25 1.85 0.13
P -13.6236 1.2427 -13.2053 0.44 0.72 1.90
H -18.5223 7.6780 -15.3209 0.78 0.49 0.00
H -12.5626 -0.2595 -19.4135 0.63 0.48 -0.27
H -10.9743 7.6358 -19.7716 -0.55 -0.25 0.82
C -13.3458 -0.4720 -12.5538 0.23 1.21 -1.34
H -14.1302 1.8012 -19.5454 0.25 1.69 0.86
H -13.7362 4.0420 -20.5021 0.66 0.12 -0.50
C -14.1119 1.8588 -10.1935 -0.47 -3.12 -0.34
O -12.9856 8.7648 -13.4846 0.52 0.90 1.78
C -15.3000 8.8301 -16.9576 0.77 -0.48 -0.15
C -10.4248 12.5164 -20.0143 -0.43 0.74 1.45
N -12.2213 6.9810 -9.3319 -1.68 0.35 -2.55
H -9.1505 4.6911 -10.7420 -0.24 -0.11 0.67
H -11.2762 3.7057 -20.0455 -0.28 0.33 0.01
C -9.6795 3.7181 -13.3846 -0.41 -1.04 0.43
C -11.5017 1.7919 -20.9029 -0.57 -1.30 0.32
H -12.0662 -1.5352 -11.3862 -0.04 0.34 0.79
H -14.3495 2.9362 -16.7264 -0.10 -0.25 0.04
C -9.6550 2.5890 -19.4295 2.16 0.40 -0.52
H -8.8748 4.3858 -13.5838 0.59 0.76 0.31
H -11.9937 0.1707 -10.9793 0.21 0.31 0.09
C -11.7808 0.5611 -16.1519 1.00 2.02 -2.23
H -10.6305 12.6705 -21.0337 0.15 0.26 -1.28
H -10.3075 15.7646 -12.3422 0.23 -0.91 0.06
C -10.3807 12.0365 -17.2466 1.29 0.60 0.47
O -10.8527 8.3018 -17.8622 -1.02 -1.38 -0.40
I -16.2669 10.7218 -19.0626 -0.41 -0.28 0.76
H -12.2985 11.4444 -13.3170 -0.15 -1.50 -0.61
H -11.0442 0.8114 -20.7573 -0.08 -0.12 -0.14
H -16.4259 6.7259 -14.7037 0.90 -0.17 0.28
C -11.2608 -2.4874 -19.1375 0.29 0.57 -2.04
H -14.4502 2.7028 -9.6414 -0.39 0.42 0.91
C -12.0587 0.7803 -17.5934 -0.34 0.71 0.91
C -17.5785 8.0936 -15.7277 -1.28 0.06 -0.25
H -14.6403 -1.9317 -13.4299 0.28 -0.93 0.00
H -16.1729 0.9226 -11.2958 -0.25 -0.07 -0.15
C -12.6824 -0.6261 -11.2040 0.75 -1.84 -0.08
C -10.0132 13.9384 -13.5004 0.91 1.52 -2.19
C -11.9465 1.9271 -13.0408 2.98 1.29 -2.38
C -17.6392 9.0668 -16.6991 -0.71 2.02 -0.98
H -14.9318 -1.5886 -11.7140 -0.62 -0.13 0.04
N -14.7393 6.4721 -13.2996 0.26 -0.32 1.17
H -12.6247 12.3385 -11.2120 -0.64 0.10 0.36
P -12.1355 2.5314 -18.2011 -0.66 0.13 0.76
C -10.5178 12.6820 -13.8282 -2.12 0.03 1.08
H -11.5357 14.5977 -10.5627 -0.19 -0.54 -0.65
C -16.3522 7.5406 -15.3968 -2.09 -0.37 -0.32
H -16.2635 1.6886 -12.9008 0.22 0.51 1.08
N -11.7302 1.6683 -15.4208 -0.70 -1.67 -2.12
H -14.1470 3.1004 -11.8968 -0.43 0.47 -0.06
H -10.1754 -2.5979 -19.3307 -0.44 -0.22 -0.14
C -13.9206 2.6952 -18.8171 0.75 -2.09 -0.79
H -10.2015 5.7433 -11.6929 -0.27 -0.39 1.10
C -11.5124 7.6675 -18.7438 -0.02 0.62 -0.47
C -14.1049 4.0577 -19.4953 -1.96 -1.42 -0.12
H -15.5217 -0.5874 -13.1506 0.57 0.23 1.02
H -11.0263 4.5903 -10.4820 0.59 0.96 0.90
```
Forces are in eV/Å.